{
  "formula": "C4H7N2",
  "method": "ωB97M-V with the def2-TZVPD basis set",
  "charge": 1,
  "max_force_ha_per_bohr": 0.088,
  "multiplicity": 3,
  "e_tot_ev": -7229.3485,
  "e_homo_ha": [-0.456, -0.558],
  "s_squared": 2.03,
  "homo_lumo_gap_ha": [0.2960, 0.2885],
  "e_above_lowest_ev": 1.384,
  "symbols": ["C", "H", "H", "H", "H", "N", "C", "H", "N", "C", "H", "C", "H"],
  "coordinates": [[1.018402, -0.902506, -0.042035], [4.042005, 0.317851, -0.673714], [-0.294472, 0.919172, 0.064969], [3.233605, 0.969796, 0.903693], [-2.765539, 1.160416, -0.485560], [2.224449, -0.362252, -0.189037], [3.227626, 0.412982, 0.038107], [-3.254956, 0.302207, 0.893467], [-1.624254, -0.566073, -0.057408], [-0.359727, -0.215185, 0.020155], [0.972749, -1.970531, 0.143899], [-2.784855, 0.188451, -0.055543], [-3.635030, -0.254324, -0.560994]],
  "atomic_forces_ev_per_a": [[-2.6181, 0.9879, 0.6524], [0.1053, 0.5014, 0.1201], [-0.0408, -1.1214, -0.0481], [0.3702, 1.4268, 1.8912], [0.9690, 0.9085, -0.7854], [-0.3395, 0.7865, -0.0398], [-2.3159, -3.2453, -2.0898], [0.3059, -0.0146, 1.4058], [2.9906, 0.6483, 0.0747], [2.5514, 0.4039, -0.4895], [0.2806, 0.0041, -0.1573], [-2.4186, -0.5373, 0.2687], [0.1600, -0.7487, -0.8030]],
  "mulliken_spin": [0.259, 0.016, 0.086, 0.015, 0.042, 0.254, 0.034, 0.021, 1.035, 0.156, 0.012, 0.027, 0.045]
}

---

{
  "formula": "C4H7N2O",
  "method": "ωB97M-V with the def2-TZVPD basis set",
  "charge": 1,
  "max_force_ha_per_bohr": 0.079,
  "e_tot_ev": -9276.4988,
  "e_homo_ha": -0.529,
  "smiles": "CC(C)=CN=[N+]=O",
  "homo_lumo_gap_ha": 0.3240,
  "e_above_lowest_ev": 6.291,
  "symbols": ["H", "N", "C", "H", "C", "C", "N", "O", "H", "H", "H", "H", "H", "C"],
  "coordinates": [[0.012638, -1.740206, 1.101193], [2.944111, 0.166880, 0.006443], [0.605591, 0.727350, -0.168219], [-1.488079, 1.914540, 0.338803], [-1.696223, 0.938846, 0.027473], [-0.431183, -1.474187, 0.006658], [1.805095, 0.234952, 0.056312], [4.032097, -0.210071, 0.054156], [-1.349566, -1.951161, 0.045864], [0.460596, 1.706160, -0.375233], [-2.170040, 1.002905, -0.887408], [0.203825, -1.726728, -0.882637], [-2.370472, 0.380097, 0.753476], [-0.558395, 0.030626, -0.076875]],
  "atomic_forces_ev_per_a": [[-0.4293, 0.5386, -2.7208], [-2.2752, -1.0763, 0.1442], [-2.7515, -1.0433, 0.1791], [0.5554, 1.2480, 0.7248], [-1.6162, -3.1582, 1.9095], [1.8779, 1.2527, 1.8770], [3.9439, -0.8923, -0.3084], [0.7067, 0.5964, 0.0667], [-1.7873, -1.0247, -0.4977], [0.7064, 3.2300, -0.3310], [-1.5107, -0.0522, -2.0113], [-0.5390, -0.5441, 1.1948], [0.2436, 1.1617, -0.8198], [2.8751, -0.2362, 0.5929]],
  "nbo_charge": [0.267, 0.580, -0.231, 0.245, -0.666, -0.680, 0.062, -0.122, 0.253, 0.245, 0.263, 0.255, 0.259, 0.271]
}

---

{
  "formula": "C4H7N2O",
  "method": "ωB97M-V with the def2-TZVPD basis set",
  "charge": 1,
  "max_force_ha_per_bohr": 0.071,
  "e_tot_ev": -9278.6682,
  "e_homo_ha": -0.552,
  "smiles": "C#[N+]N(C)C(C)=O",
  "homo_lumo_gap_ha": 0.3763,
  "e_above_lowest_ev": 4.122,
  "symbols": ["H", "H", "N", "C", "N", "H", "C", "H", "C", "H", "H", "C", "O", "H"],
  "coordinates": [[-1.039246, 2.694690, -0.747753], [-0.685163, 1.679290, -2.058277], [-0.488062, -1.139941, 0.161200], [-0.934737, 1.632124, -1.050921], [0.281456, -0.159516, 0.363172], [-1.783595, 1.057244, -0.836410], [0.291183, 1.212475, -0.303210], [1.477301, 0.452929, 1.800768], [1.401061, -0.498993, 1.209856], [2.222641, -0.610379, 0.449470], [1.176365, -1.387264, 1.726754], [-0.910323, -2.160572, -0.200520], [1.335736, 1.827222, -0.135832], [-1.498996, -3.035578, -0.445268]],
  "atomic_forces_ev_per_a": [[-0.3738, -0.5972, -0.1014], [0.2768, -0.1925, -2.0265], [-1.2446, -2.3987, -2.4217], [1.5155, 1.5607, 2.0624], [-0.4378, 1.6841, 0.1418], [-1.2124, -0.7110, 0.1894], [2.3677, 0.4692, 0.5301], [0.8286, -1.4545, 0.0344], [1.5581, 2.6703, -1.2190], [-0.1095, -0.0200, 1.4393], [-0.0032, -0.8150, 0.9156], [-0.2089, 1.4527, 0.6267], [-3.1283, -1.8306, -0.4031], [0.1719, 0.1826, 0.2319]],
  "nbo_charge": [0.291, 0.274, -0.009, -0.724, -0.253, 0.235, 0.718, 0.260, -0.412, 0.240, 0.225, 0.312, -0.464, 0.308]
}